No. 1
C25H47N3Si4V | the ωB97M-V functional and the def2-TZVPD basis

Computed properties:
* lowest unoccupied orbital energy (alpha / beta): -4.134 / -3.497 eV
* HOMO energy (alpha / beta): -10.69 / -10.67 eV
* E_tot: -3246.8848 Eh
* relative energy (zero: lowest compared OMol25 entry of this formula, charge and spin): 19.89 kcal per mole
* expectation value of S²: 2.104
* frontier orbital gap (alpha / beta): 0.2410 / 0.2638 Ha

Structure (ORCA input):
```
! RIJCOSX wB97M-V def2-TZVPD def2/J DEFGRID3
* xyz 1 3
V -0.34322 -0.97569 0.62531
C -2.67436 0.56406 -0.80502
N -2.52491 -0.42475 0.28772
C -3.08829 0.09283 1.55409
C -3.22395 -1.63599 -0.15082
C -4.54931 -1.65058 -0.55018
C -5.08789 -2.82314 -1.06051
C -4.29570 -3.95746 -1.18653
C -2.97317 -3.94662 -0.77075
C -2.44669 -2.77693 -0.23571
N -1.13818 -2.60876 0.27261
C -0.44436 -3.66730 0.92561
C -1.04402 -4.81709 1.43517
C -0.26461 -5.78122 2.05168
C 1.10671 -5.60351 2.19029
C 1.70291 -4.44203 1.72360
C 0.92343 -3.47626 1.10913
N 1.45083 -2.20217 0.61611
C 1.87374 -2.36868 -0.80196
C 2.58150 -1.71818 1.43575
H -3.71820 0.86220 -0.92477
H -2.32713 0.10441 -1.72441
H -2.07104 1.43727 -0.59870
H -4.15672 0.29845 1.45595
H -2.57660 1.01252 1.82424
H -2.94968 -0.64869 2.34216
H -5.16077 -0.76041 -0.48209
H -6.12134 -2.84410 -1.37720
H -4.70991 -4.85942 -1.61671
H -2.35430 -4.82548 -0.88467
H -2.11126 -4.95599 1.34904
H -0.73631 -6.67404 2.43953
H 1.70880 -6.36198 2.67080
H 2.76489 -4.29179 1.85578
H 2.73266 -3.04175 -0.85211
H 2.12585 -1.39844 -1.22082
H 1.04769 -2.79385 -1.36949
H 3.44885 -2.37285 1.33597
H 2.28048 -1.67074 2.48067
H 2.85703 -0.73090 1.09174
C -0.33075 2.54587 2.92566
Si -0.41298 3.08686 1.11367
C -2.19605 3.57012 0.72684
C 0.50515 4.71491 1.01324
Si 0.56281 1.36750 -0.22676
Si 0.43264 1.82156 -2.54275
C 1.08589 0.32844 -3.46865
C -1.29136 2.18506 -3.19123
C 1.49742 3.28868 -3.00264
Si 2.84954 1.74956 0.26758
C 3.55879 3.44677 -0.10504
C 4.01414 0.65341 -0.74260
C 3.13587 1.49998 2.12644
H -1.08859 3.05976 3.52423
H 0.64497 2.80146 3.34592
H -0.46425 1.47179 3.07683
H -2.36966 4.52152 1.23610
H -2.95522 2.87345 1.08256
H -2.36746 3.73848 -0.33924
H -0.14632 5.48960 1.42628
H 0.76730 5.00506 -0.00557
H 1.41508 4.70516 1.61117
H 0.48912 -0.56835 -3.28225
H 2.12328 0.11443 -3.19789
H 1.05897 0.52325 -4.54453
H -1.89718 1.28757 -3.31755
H -1.18585 2.64012 -4.17985
H -1.84306 2.88964 -2.56522
H 2.55732 3.07824 -2.85398
H 1.24294 4.18399 -2.43043
H 1.35477 3.51758 -4.06251
H 3.29602 3.82807 -1.09057
H 4.64596 3.31584 -0.08506
H 3.31161 4.20820 0.62837
H 4.23154 1.17399 -1.67931
H 3.67396 -0.34576 -1.00442
H 4.96420 0.55094 -0.20963
H 3.20663 2.47823 2.60876
H 4.07652 0.98041 2.32809
H 2.33284 0.95362 2.62549
*
```



No. 2
C25H47N5O11S | the ωB97M-V functional and the def2-TZVPD basis

Computed properties:
* lowest unoccupied orbital energy: -0.591 eV
* HOMO energy: -9.19 eV
* E_tot: -2480.4712 Eh
* frontier orbital gap: 0.3159 Ha
* structure (SMILES): C=CC1=C(CCCCS(=O)(=O)O)C(=O)OC1=O.CNC(C)=O.CNC(C)=O.CNC(C)=O.CNC(C)=O.CNC(C)=O

Structure (ORCA input):
```
! RIJCOSX wB97M-V def2-TZVPD def2/J DEFGRID3
* xyz 0 1
C -2.44056 2.27385 0.92699
C -2.10864 2.06882 2.19440
C -2.61506 0.91301 2.95218
C -2.25984 -0.37531 2.95051
C -1.21530 -1.18138 2.25289
C -0.98415 -0.88449 0.76062
C 0.19620 0.05035 0.48792
C 1.55456 -0.62588 0.75215
S 2.63188 0.33113 1.78345
O 3.93012 -0.27795 1.78991
O 2.53549 1.71208 1.43432
O 2.00954 0.21367 3.25382
C -3.15684 -1.06242 3.93388
O -3.19553 -2.21787 4.20387
O -3.98716 -0.13324 4.51757
C -3.72244 1.08536 3.93358
O -4.32246 2.07225 4.21822
H -3.08609 1.57355 0.41041
H -2.08567 3.13215 0.37322
H -1.48918 2.79382 2.71153
H -0.28123 -1.06126 2.80713
H -1.53117 -2.22031 2.35573
H -1.88857 -0.52349 0.27705
H -0.73652 -1.83565 0.28416
H 0.19341 0.31597 -0.56516
H 0.13282 0.96211 1.08115
H 2.12333 -0.73622 -0.17088
H 1.45804 -1.61383 1.20796
H 1.97588 -0.72524 3.49606
C -6.79723 -4.74537 3.25213
N -5.91479 -3.97082 2.40418
C -4.83884 -4.39559 1.69358
C -4.48935 -5.86375 1.76902
O -4.18219 -3.61022 1.02690
H -7.82459 -4.68629 2.88851
H -6.77103 -4.36502 4.27462
H -6.49498 -5.78720 3.26406
H -6.09090 -2.98246 2.31249
H -3.61280 -6.03445 1.15187
H -4.26323 -6.15605 2.79505
H -5.30914 -6.47968 1.39745
C 0.13209 1.16347 -5.29573
N 0.19424 0.59149 -3.96557
C 0.64493 -0.63872 -3.60409
C 1.15426 -1.54029 -4.69591
O 0.64081 -0.97528 -2.42619
H 0.73216 2.07377 -5.34748
H -0.89778 1.41427 -5.55550
H 0.51151 0.45790 -6.02668
H -0.12990 1.15096 -3.19264
H 1.48412 -2.47299 -4.25107
H 0.36486 -1.75052 -5.42004
H 2.00292 -1.08504 -5.19836
C 6.81047 0.63002 0.59189
N 8.09630 -0.00928 0.36328
C 9.33631 0.44902 0.67033
C 9.42749 1.79998 1.34390
O 10.33169 -0.20825 0.41007
H 6.18048 0.00788 1.22139
H 6.29751 0.78614 -0.35934
H 6.94251 1.59284 1.07380
H 8.10285 -0.91483 -0.07898
H 10.47582 2.01956 1.52068
H 9.00254 2.58006 0.71125
H 8.89930 1.79532 2.29789
C -6.85155 4.79356 3.44967
N -6.75190 3.62763 2.59721
C -7.59534 3.22516 1.61365
C -8.81153 4.08328 1.34470
O -7.37275 2.20825 0.97529
H -5.97705 5.43388 3.32182
H -6.90269 4.49327 4.49745
H -7.73998 5.36822 3.20873
H -5.96288 3.01184 2.73372
H -9.37581 3.62726 0.53721
H -9.44642 4.14694 2.22918
H -8.51909 5.09121 1.04793
C 7.32599 -0.16604 -6.57539
N 6.10880 -0.92574 -6.36541
C 5.18838 -0.78308 -5.37932
C 5.42830 0.29690 -4.34977
O 4.20571 -1.50882 -5.33209
H 7.30293 0.32827 -7.54779
H 8.19531 -0.82426 -6.54335
H 7.43893 0.59053 -5.80646
H 5.89061 -1.66438 -7.01581
H 4.60863 0.27592 -3.63755
H 6.36387 0.12511 -3.81632
H 5.46627 1.28092 -4.81868
*
```



No. 3
C25H48BF2N2O5S3 | the ωB97M-V functional and the def2-TZVPD basis

Computed properties:
* lowest unoccupied orbital energy: 2.034 eV
* HOMO energy: -5.74 eV
* E_tot: -2886.4254 Eh
* frontier orbital gap: 0.2858 Ha

Structure (ORCA input):
```
! RIJCOSX wB97M-V def2-TZVPD def2/J DEFGRID3
* xyz -1 1
C -2.19768 -2.54895 5.68293
C -2.97647 -1.26678 5.37850
C -2.38323 -0.47854 4.20489
C -3.44386 0.27764 3.39324
C -2.87867 1.42891 2.56320
C -1.78292 0.95454 1.58913
C -0.35579 1.20716 2.10108
C 0.61022 0.06865 1.75624
N 1.66694 -0.10185 2.79169
C 3.00224 0.30758 2.30226
C 3.04113 1.73294 1.73815
C 3.78019 1.83473 0.40019
C 5.29038 1.98379 0.56353
C 6.07737 2.01237 -0.75251
C 6.16039 3.38140 -1.43214
C 4.99784 3.73190 -2.36000
C 5.33002 4.92146 -3.27417
C 1.75046 -1.46293 3.19992
S 1.85902 -1.86248 4.76213
S 1.86253 -2.72476 1.91319
C 0.18125 -3.43071 1.83957
C -0.80848 -2.84057 0.83415
C -0.26496 -2.44777 -0.53464
B -1.31300 -1.46441 -1.26596
F -1.25225 -0.17297 -0.61300
O -1.09416 -1.28026 -2.72360
C -2.38302 -0.97983 -3.21740
C -2.46120 -0.83683 -4.72881
C -3.53949 0.17740 -5.16348
C -4.66515 -0.44922 -5.94422
N -5.08922 0.25640 -7.05706
O -5.16714 -1.50328 -5.64667
C -3.21967 -2.01088 -2.46798
S -2.91617 -3.74117 -3.05486
O -2.39762 -4.55372 -2.00214
O -2.36666 -3.83034 -4.37390
F -4.43049 -4.18760 -3.20840
O -2.76417 -1.91837 -1.18321
H -1.12176 -2.38416 5.60298
H -2.40580 -2.90669 6.69297
H -2.48269 -3.34145 4.98918
H -4.01436 -1.52549 5.15321
H -2.97531 -0.63233 6.26797
H -1.83802 -1.16771 3.55358
H -1.66335 0.24892 4.58753
H -3.91188 -0.42307 2.69400
H -4.21343 0.64447 4.07926
H -3.69434 1.87034 1.98521
H -2.48534 2.20765 3.22457
H -1.90731 1.45039 0.62738
H -1.93119 -0.11229 1.41301
H -0.00671 2.16305 1.70591
H -0.35346 1.29296 3.18952
H 1.04751 0.20184 0.76542
H 0.01574 -0.83988 1.72973
H 3.37698 -0.39639 1.54724
H 3.68019 0.24112 3.15631
H 3.55771 2.37419 2.45859
H 2.03984 2.13767 1.63093
H 3.39527 2.69504 -0.15290
H 3.57518 0.95005 -0.20954
H 5.49941 2.89695 1.13114
H 5.65693 1.14898 1.17049
H 5.63123 1.28216 -1.43465
H 7.09238 1.66389 -0.54651
H 7.07591 3.42145 -2.03178
H 6.26214 4.15755 -0.66585
H 4.76383 2.85531 -2.96814
H 4.09873 3.97326 -1.79171
H 4.44038 5.51730 -3.47936
H 6.04592 5.58140 -2.77868
H 5.76245 4.59407 -4.21912
H -0.22188 -3.40465 2.85514
H 0.35697 -4.48324 1.61129
H -1.56783 -3.61241 0.67220
H -1.34954 -2.00019 1.27730
H -0.09024 -3.35140 -1.12442
H 0.67420 -1.89585 -0.44369
H -2.65996 -0.01662 -2.76010
H -2.68668 -1.78628 -5.19802
H -1.48993 -0.50288 -5.08958
H -3.10917 0.99004 -5.75053
H -4.01286 0.63478 -4.28842
H -6.03542 0.00327 -7.31186
H -4.98091 1.25671 -6.97476
H -4.29809 -1.85445 -2.56230
*
```



No. 4
C25H48CdCl3N4O3SSi | the ωB97M-V functional and the def2-TZVPD basis

Computed properties:
* lowest unoccupied orbital energy: 2.479 eV
* HOMO energy: -3.94 eV
* E_tot: -3662.3210 Eh
* relative energy (zero: lowest compared OMol25 entry of this formula, charge and spin): 0.00 kcal per mole
* frontier orbital gap: 0.2358 Ha

Structure (ORCA input):
```
! RIJCOSX wB97M-V def2-TZVPD def2/J DEFGRID3
* xyz -1 1
C -2.92810 2.85773 -4.59886
C -1.87845 1.78571 -4.49539
H -3.00175 3.22306 -5.62861
H -2.71572 3.71079 -3.93533
H -3.91325 2.44824 -4.32993
C -1.06445 1.49110 -5.51913
C -0.99383 2.23711 -6.82389
H -0.40425 0.62090 -5.47887
H -0.72486 3.29798 -6.68876
H -1.93390 2.19091 -7.39711
H -0.20973 1.79079 -7.44653
Cd 0.35863 0.49990 2.30062
Cl -0.28555 -1.90717 1.41106
Cl -0.85955 1.59504 4.15577
C 2.11392 -2.17355 -0.66503
O 3.05708 -1.39178 -0.88345
N 2.23648 -3.48770 -0.37459
C 3.54205 -4.10764 -0.25315
C 1.10362 -4.38643 -0.49705
H 1.05746 -1.84141 -0.68412
H 4.22464 -3.46941 0.31679
H 3.98461 -4.33677 -1.23435
H 3.39377 -5.05260 0.27508
H 0.22011 -3.92133 -0.05134
H 1.34957 -5.30947 0.03497
H 0.89706 -4.62948 -1.54981
H 0.33286 3.36405 -1.43937
H 2.33637 2.29081 -3.34547
C 1.41210 3.57045 -1.30898
C 2.90733 1.95138 -2.47360
N 2.17680 2.32406 -1.27151
H 1.58954 4.16767 -0.40177
C 2.24406 1.56434 -0.16225
O 1.70709 1.87833 0.92870
H 3.04251 0.86174 -2.49245
H 2.84129 0.63766 -0.29024
H 1.76060 4.12934 -2.18799
H 3.89496 2.45069 -2.49534
O -1.52985 1.97468 -2.14859
C -1.84112 1.10111 -3.12505
C 0.37634 -0.12556 -3.41856
C -0.96605 -0.17937 -3.04853
H 0.85223 0.84939 -3.56057
C 1.08078 -1.30767 -3.66970
H -2.89405 0.76916 -2.96986
C -1.53836 -1.40007 -2.68605
H 2.10421 -1.26362 -4.06266
C 0.46588 -2.54247 -3.44360
C -0.82527 -2.58429 -2.90627
H -2.56095 -1.42449 -2.29933
H 0.99438 -3.46906 -3.70165
H -1.27701 -3.55137 -2.65863
Si -2.22126 2.87805 0.48767
Cl -1.26867 0.82864 0.39072
C -0.88860 4.02483 1.11165
C -3.43260 2.59106 1.92762
C -3.16362 3.51545 -0.96949
H 0.13352 3.68456 0.89022
H -0.97539 4.07637 2.20512
H -1.04718 5.03811 0.71557
H -2.50878 3.96028 -1.73104
H -3.87174 4.28554 -0.62523
H -3.74035 2.68389 -1.39968
H -3.45928 1.53927 2.23738
H -4.45532 2.89963 1.66050
H -3.14189 3.17446 2.81482
C -0.25442 -4.64928 4.06930
C 0.65276 -3.73065 4.86421
N 0.67820 -2.41793 4.21664
C 1.43020 -1.38446 4.63287
S 2.43112 -0.49290 3.56391
N 1.36476 -1.02492 5.94030
C 0.02557 -0.92188 6.55983
C 0.11313 -0.36374 7.96919
H -1.29628 -4.32235 4.12430
H -0.17858 -5.65824 4.47484
H 0.02800 -4.70791 3.01371
H 0.29966 -3.61243 5.89560
H 1.66898 -4.16041 4.87009
H 0.46557 -2.45016 3.19437
H 1.96157 -0.21773 6.13873
H -0.61732 -0.25726 5.94931
H -0.40904 -1.92471 6.55025
H 0.29651 0.71548 7.91990
H -0.84314 -0.52383 8.47328
H 0.91158 -0.84625 8.54388
*
```